(1)
The following is a DFT calculation (ωB97M-V with the def2-TZVPD basis set) of a molecular structure, C22H29BrIrN2O5P in a non-equilibrium geometry.

For the HOMO-LUMO gap (alpha / beta), the calculation gives 5.1372 / 5.1453 eV. Its charge is +2. The LUMO energy (alpha / beta) is -8.39 / -8.38 eV. The relative energy (zero: lowest compared OMol25 entry of this formula, charge and spin) is 0.000 eV. The value obtained for the HOMO energy (alpha / beta) is -13.53 / -13.53 eV. The calculation puts the total energy at -4360.52858 Eh.

Cartesian coordinates (Å):
Ir: -2.302355 -0.443588 -1.542186
O: -3.312037 -3.807288 2.574412
C: -4.038111 -4.243649 1.492362
C: -4.744029 -5.432677 1.482617
C: -5.438919 -5.807687 0.341920
C: -5.437195 -4.998180 -0.785525
C: -4.747307 -3.801561 -0.762968
C: -4.033049 -3.426137 0.371218
C: -3.286081 -2.128629 0.453949
O: -3.625590 -1.168150 -0.525597
N: -1.860271 -2.328182 0.378134
N: -1.157707 -1.273035 -0.094535
C: 0.127424 -1.254257 -0.123771
C: 1.002696 -0.136015 -0.518414
Br: -0.993398 -0.408232 -3.433517
C: 2.266094 -0.485505 -0.871437
C: 3.370879 0.303029 -1.386438
C: 4.668490 -0.066319 -1.008305
C: 5.754802 0.670669 -1.437684
C: 5.562074 1.760388 -2.281075
C: 4.286238 2.085941 -2.723481
C: 3.191465 1.359867 -2.285018
H: -3.426629 -4.412047 3.317020
H: -4.755978 -6.058902 2.367579
H: -5.987439 -6.740078 0.337383
H: -5.974156 -5.297939 -1.674381
H: -4.774004 -3.142914 -1.621954
H: -3.515040 -1.688412 1.432781
H: -1.430236 -3.231813 0.511400
H: 0.645016 -2.164907 0.180312
H: 2.491097 -1.546763 -0.754806
H: 4.815468 -0.911063 -0.343999
H: 6.753580 0.393227 -1.129223
H: 6.414136 2.334618 -2.620045
H: 4.152599 2.891115 -3.434359
H: 2.212807 1.545277 -2.705586
C: 2.559503 1.050573 2.493790
C: 2.738175 2.024400 1.356630
O: 1.457624 2.314931 0.682845
P: 0.496934 1.552785 -0.247206
O: 0.314878 2.294516 -1.581163
C: -0.015220 3.740196 -1.688430
C: 1.234940 4.577933 -1.738944
O: -0.900608 1.627089 0.421467
C: -1.234115 1.397117 1.838236
C: -1.043320 2.644741 2.662722
H: 3.536613 0.823341 2.921734
H: 2.112069 0.114191 2.154911
H: 1.937732 1.472457 3.283429
H: 3.447220 1.676223 0.612485
H: 3.061957 2.996500 1.715454
H: -0.662525 4.004976 -0.853825
H: -0.579792 3.808225 -2.612677
H: 1.803235 4.513381 -0.812063
H: 0.942398 5.617862 -1.889203
H: 1.873146 4.278075 -2.569704
H: -0.646916 0.556796 2.212072
H: -2.282789 1.111529 1.814188
H: 0.003068 2.930833 2.738923
H: -1.422943 2.454304 3.667403
H: -1.606598 3.476825 2.240143

Forces on atoms 1 to 3 (eV/Å):
Ir 0.391 0.353 0.569
O -0.059 -0.078 -0.191
C 0.135 0.041 0.297

(2)
The following is a DFT calculation (ωB97M-V with the def2-TZVPD basis set) of a molecular structure, C22H29GeN2O2Pt in a non-equilibrium geometry.

For the HOMO-LUMO gap (alpha / beta), the calculation gives 7.5239 / 5.6964 eV. Its expectation value of S² is 2.054. As for the spin multiplicity: 3. Its charge is +1. The LUMO energy (alpha / beta) is -4.00 / -6.27 eV. The relative energy (zero: lowest compared OMol25 entry of this formula, charge and spin) is 0.138 eV. The value obtained for the HOMO energy (alpha / beta) is -11.53 / -11.97 eV. The calculation puts the total energy at -3311.60633 Eh.

Cartesian coordinates (Å):
Pt: 9.158969 6.484866 12.851721
O: 8.566020 6.764980 14.755912
C: 8.503996 7.915411 15.319343
C: 7.896508 7.962182 16.624406
C: 7.796183 9.099536 17.319778
C: 8.336502 10.319414 16.792929
C: 8.838064 10.355201 15.533897
C: 8.995239 9.142894 14.752355
C: 9.739885 9.314228 13.577790
N: 9.860286 8.374196 12.640902
N: 10.571536 8.654249 11.586011
C: 10.588810 7.597975 10.716027
O: 9.994454 6.487074 10.980309
C: 11.327771 7.769509 9.502286
C: 11.847356 9.028124 9.158631
C: 12.421817 9.200461 7.905412
C: 12.489913 8.145301 7.004094
C: 11.974141 6.930059 7.356517
C: 11.416115 6.740925 8.603736
H: 7.541546 6.991466 17.064004
H: 7.406593 9.135552 18.319431
H: 8.287431 11.223794 17.428323
H: 9.225607 11.283647 15.088930
H: 10.127851 10.300599 13.354422
H: 11.780196 9.913677 9.782889
H: 12.779115 10.193391 7.598105
H: 12.861903 8.331924 5.999467
H: 11.985955 6.086975 6.661532
H: 11.058695 5.777226 8.927467
C: 6.123110 6.348945 7.123437
C: 7.056945 5.278678 7.726310
C: 7.584628 5.581451 9.133487
C: 6.534262 5.382720 10.253022
Ge: 6.927732 5.896219 12.117077
C: 5.864884 7.471595 12.734416
C: 6.049022 8.672998 11.749220
C: 5.453809 8.512346 10.340128
C: 4.733162 9.783963 9.889569
H: 5.793227 6.039195 6.166457
H: 6.723367 7.278594 7.016233
H: 5.272731 6.574607 7.784448
H: 7.914659 5.092143 7.073433
H: 6.509020 4.381470 7.781502
H: 7.922747 6.627664 9.208485
H: 8.385394 4.911866 9.374924
H: 6.336305 4.330849 10.394626
H: 5.634967 5.884782 9.981962
H: 6.880471 4.561357 12.901285
H: 6.180228 7.756235 13.764068
H: 4.834423 7.134052 12.765819
H: 7.103978 8.933397 11.691934
H: 5.568040 9.526876 12.200030
H: 4.715589 7.704891 10.353686
H: 6.221306 8.139267 9.625384
H: 4.042808 10.043182 10.689241
H: 4.143856 9.682230 9.006473
H: 5.475480 10.602366 9.812698

Forces on atoms 1 to 3 (eV/Å):
Pt 0.483 0.133 -0.040
O -0.147 -0.366 -0.196
C -0.405 -0.467 0.148

(3)
The following is a DFT calculation (ωB97M-V with the def2-TZVPD basis set) of a molecular structure, C22H29GeN3O4RuS in a non-equilibrium geometry.

For the HOMO-LUMO gap (alpha / beta), the calculation gives 6.8214 / 6.8226 eV. Its charge is +2. The LUMO energy (alpha / beta) is -7.52 / -7.52 eV. The relative energy (zero: lowest compared OMol25 entry of this formula, charge and spin) is 0.190 eV. The value obtained for the HOMO energy (alpha / beta) is -14.35 / -14.35 eV. The calculation puts the total energy at -3890.32295 Eh.

Cartesian coordinates (Å):
Ru: -0.037654 0.175599 -0.162016
N: -1.768230 -0.834590 -1.153272
C: -3.021415 -0.227039 -0.672386
C: -2.919484 -0.057238 0.831416
N: -1.711646 0.703233 1.211113
C: -1.835930 2.162161 1.318363
C: -1.904827 2.782677 -0.063200
N: -0.813153 2.235174 -0.901556
H: -1.784399 -0.978725 -2.158260
H: -1.642490 -1.748537 -0.719158
H: -3.888796 -0.845356 -0.910685
H: -3.147196 0.725811 -1.178896
H: -2.840598 -1.040322 1.296030
H: -3.820126 0.429585 1.211186
H: -1.345938 0.324490 2.079766
H: -0.954280 2.527554 1.846348
H: -2.720062 2.447327 1.894613
H: -1.822506 3.865759 0.026340
H: -2.863997 2.571602 -0.529440
H: -0.005452 2.851640 -0.868035
H: -1.089806 2.188156 -1.876592
Ge: 2.493705 1.191282 0.316422
C: 2.293161 2.174726 -1.403937
C: 2.514950 1.775654 -2.713539
C: 2.661727 2.742394 -3.701376
C: 2.606771 4.091892 -3.381805
C: 2.373284 4.487996 -2.072319
C: 2.210821 3.530661 -1.079177
C: 4.291664 0.788112 0.895868
C: 4.659271 1.159718 2.186718
C: 5.865840 0.708317 2.701089
C: 6.681907 -0.114098 1.936494
C: 6.309138 -0.483056 0.650460
C: 5.108661 -0.033043 0.123222
H: 1.715081 2.005210 1.383086
H: 2.590243 0.735043 -2.979984
H: 2.831616 2.435236 -4.724930
H: 2.758630 4.837701 -4.150118
H: 2.320201 5.538133 -1.818070
H: 2.045514 3.852344 -0.053691
H: 4.024898 1.805411 2.782146
H: 6.161835 0.993192 3.701613
H: 7.619652 -0.465871 2.345261
H: 6.955339 -1.118246 0.059336
H: 4.817358 -0.313776 -0.883712
C: 4.207373 -2.742010 -2.794231
C: 3.212548 -1.825285 -3.101009
C: 2.129635 -1.673136 -2.245570
C: 2.060195 -2.450544 -1.104580
C: 3.032856 -3.377134 -0.782507
C: 4.114317 -3.511398 -1.641857
H: 5.044818 -2.869870 -3.466163
H: 3.268697 -1.249580 -4.015535
H: 1.291809 -1.016089 -2.479705
H: 2.950168 -3.978123 0.111606
H: 4.877428 -4.241684 -1.409982
O: 1.903473 -0.581446 1.137124
S: 1.101869 -1.876042 1.241694
O: 1.799825 -2.868918 1.948159
O: 0.897308 -2.269827 -0.312713
O: -0.263648 -1.547728 1.584936

Forces on atoms 1 to 3 (eV/Å):
Ru -5.772 0.878 -0.049
N 1.229 0.584 0.610
C -0.121 0.045 0.093

(4)
The following is a DFT calculation (ωB97M-V with the def2-TZVPD basis set) of a molecular structure, C22H29IrN2O3S2 in a non-equilibrium geometry.

For the HOMO-LUMO gap (alpha / beta), the calculation gives 6.8746 / 6.8126 eV. Its charge is +2. The LUMO energy (alpha / beta) is -7.56 / -7.62 eV. The value obtained for the HOMO energy (alpha / beta) is -14.43 / -14.43 eV. The calculation puts the total energy at -2090.99388 Eh.

Cartesian coordinates (Å):
Ir: 0.397372 -0.164734 -0.036249
N: -3.444498 -1.257856 1.797563
C: -2.213205 -0.815068 1.582286
O: -1.408949 -1.448632 0.882000
C: -1.828055 0.507793 2.194862
C: -0.365438 0.780123 1.976382
H: -3.741939 -2.148262 1.425225
H: -4.080484 -0.761347 2.401543
H: -2.059847 0.484724 3.269183
H: -2.440226 1.288597 1.742024
H: 0.264004 0.163551 2.620413
H: -0.092469 1.825605 2.015029
O: -1.074663 -0.420184 -1.686094
S: -1.963024 -1.381764 -2.415412
C: -1.648172 -1.063405 -4.225095
C: -0.406464 -0.229547 -4.474078
C: 0.903164 -0.980580 -4.215157
C: 2.117056 -0.070187 -4.355500
S: 2.643914 0.729137 -2.753177
O: 1.433185 0.784192 -1.870121
C: 3.653416 -0.655649 -2.149970
C: 4.980301 -0.710666 -2.550015
C: 5.781981 -1.751720 -2.109365
C: 5.255063 -2.725393 -1.272695
C: 3.926096 -2.664030 -0.883347
C: 3.125289 -1.622001 -1.315389
C: -1.169617 -3.014289 -2.291883
C: -0.202126 -3.261504 -1.336643
C: 0.421548 -4.496632 -1.294984
C: 0.053335 -5.484912 -2.195889
C: -0.950765 -5.245797 -3.122784
C: -1.586081 -4.016180 -3.157212
H: -2.536164 -0.537467 -4.575703
H: -1.586282 -2.028443 -4.719710
H: -0.450504 0.660231 -3.844958
H: -0.433247 0.088130 -5.520370
H: 1.008220 -1.802455 -4.928007
H: 0.893516 -1.418266 -3.213554
H: 1.926105 0.752961 -5.042134
H: 2.996223 -0.605539 -4.709126
H: 5.379167 0.057413 -3.195175
H: 6.818863 -1.794519 -2.405935
H: 5.880918 -3.529882 -0.919718
H: 3.508185 -3.418500 -0.236689
H: 2.087558 -1.553238 -0.985821
H: 0.054375 -2.491982 -0.606818
H: 1.176132 -4.686621 -0.548734
H: 0.535770 -6.449583 -2.159071
H: -1.246528 -6.017203 -3.817337
H: -2.392834 -3.843092 -3.852186
C: 3.636368 2.817528 3.009768
C: 3.821526 2.442235 1.532053
C: 3.020306 1.326989 1.159976
N: 2.342656 0.440221 0.868409
H: 4.181161 3.735903 3.206135
H: 4.033360 2.045823 3.664025
H: 2.588290 2.979825 3.246021
H: 4.875436 2.220317 1.332188
H: 3.524252 3.284080 0.895270

Forces on atoms 1 to 3 (eV/Å):
Ir -1.276 1.105 0.057
N 0.129 -0.169 -0.018
C -0.524 0.662 0.578

(5)
The following is a DFT calculation (ωB97M-V with the def2-TZVPD basis set) of a single C22H29N3O4 molecule.

For the HOMO-LUMO gap, the calculation gives 8.5502 eV. The LUMO energy is 0.76 eV. The relative energy (zero: lowest compared OMol25 entry of this formula, charge and spin) is 1.497 eV. The value obtained for the HOMO energy is -7.79 eV. The calculation puts the total energy at -1320.93587 Eh. Its SMILES is CCOc1cc(C(=O)N2CCN(c3ccccn3)CC2)cc(OCC)c1OCC.

Cartesian coordinates (Å):
C: 3.581819 3.071077 3.593510
C: 2.862270 2.520815 2.371477
O: 2.659131 1.138064 2.587550
C: 2.068743 0.390204 1.608463
C: 1.579378 0.935565 0.431717
C: 0.919709 0.139924 -0.495657
C: 0.472208 0.763308 -1.775937
O: 1.242222 1.413407 -2.463335
N: -0.811152 0.536027 -2.154058
C: -1.285734 1.095328 -3.402680
C: -2.268967 2.240919 -3.125218
N: -3.354489 1.767764 -2.297777
C: -4.527049 1.273787 -2.805814
C: -5.021629 1.624289 -4.075004
C: -6.247399 1.134551 -4.467909
C: -6.969254 0.311636 -3.610657
C: -6.405173 0.027680 -2.381832
N: -5.229725 0.482253 -1.988873
C: -2.863416 1.239373 -1.043246
C: -1.878076 0.085474 -1.289100
C: 0.792783 -1.215729 -0.261121
C: 1.307108 -1.796827 0.897125
O: 1.058053 -3.133237 0.997693
C: 1.944526 -4.002369 1.683114
C: 3.333255 -4.027221 1.054358
C: 1.945458 -0.993328 1.857153
O: 2.369702 -1.586278 3.017672
C: 3.573000 -1.154459 3.639042
C: 4.112210 -2.313790 4.465720
H: 2.982128 2.903939 4.484189
H: 3.750185 4.137202 3.472355
H: 4.538420 2.571212 3.720061
H: 1.896718 3.028351 2.241373
H: 3.468904 2.678365 1.469757
H: 1.686510 1.985940 0.219058
H: -1.792286 0.307992 -3.972442
H: -0.418255 1.455320 -3.958086
H: -1.747109 3.034028 -2.578864
H: -2.636062 2.655064 -4.061314
H: -4.469667 2.271325 -4.736974
H: -6.643394 1.393016 -5.439900
H: -7.930034 -0.088310 -3.891042
H: -6.910955 -0.604814 -1.662744
H: -2.353102 2.047132 -0.508573
H: -3.714811 0.886695 -0.463431
H: -2.411985 -0.736396 -1.779158
H: -1.471310 -0.265013 -0.342205
H: 0.318329 -1.866948 -0.977769
H: 2.003816 -3.741446 2.742903
H: 1.468826 -4.982240 1.582154
H: 3.812130 -3.055425 1.147878
H: 3.260798 -4.273590 -0.002638
H: 3.948783 -4.773733 1.549464
H: 4.304479 -0.854306 2.879990
H: 3.370866 -0.295395 4.287278
H: 4.999586 -1.994793 5.005472
H: 3.359958 -2.636925 5.180274
H: 4.369022 -3.154452 3.826558

Forces on atoms 1 to 3 (eV/Å):
C -0.215 -0.273 -0.304
C 0.090 0.395 0.035
O -0.142 -0.357 -0.010

(6)
The following is a DFT calculation (ωB97M-V with the def2-TZVPD basis set) of a single C22H29N3O4S molecule in a non-equilibrium geometry.

For the HOMO-LUMO gap, the calculation gives 8.2310 eV. The LUMO energy is 0.71 eV. The relative energy (zero: lowest compared OMol25 entry of this formula, charge and spin) is 0.000 eV. The value obtained for the HOMO energy is -7.53 eV. The calculation puts the total energy at -1719.20529 Eh. Its SMILES is CCOc1ccc(-c2nc(CSCC(=O)NCCCN3CCCC3=O)c(C)o2)cc1.

Cartesian coordinates (Å):
C: 8.947348 1.548175 2.124987
C: 8.546696 0.187583 2.688215
O: 7.909528 -0.632394 1.729308
C: 6.611695 -0.407564 1.394310
C: 5.768984 0.533046 1.983823
C: 4.458429 0.646957 1.565507
C: 3.958943 -0.168172 0.552878
C: 2.583764 -0.030566 0.136248
N: 1.719422 0.825401 0.596412
C: 0.556320 0.580355 -0.081597
C: -0.677110 1.346215 0.191704
S: -1.470990 0.785358 1.750523
C: -2.055969 -0.856207 1.234931
C: -3.468870 -0.903933 0.675434
O: -3.835515 -1.819487 -0.036109
N: -4.274429 0.085741 1.095621
C: -5.681239 0.124155 0.793843
C: -6.119946 1.408946 0.086773
C: -5.299906 1.719834 -1.170769
N: -5.154739 0.594251 -2.052603
C: -6.275973 -0.079586 -2.665960
C: -5.619994 -0.983477 -3.716916
C: -4.207732 -1.193286 -3.174116
C: -3.962090 0.037170 -2.330343
O: -2.890057 0.470896 -1.953063
C: 0.769591 -0.455003 -0.954258
C: -0.078233 -1.134470 -1.963244
O: 2.066633 -0.838676 -0.817434
C: 4.803033 -1.110770 -0.037354
C: 6.108628 -1.226512 0.378481
H: 9.477183 2.117205 2.884034
H: 8.072708 2.110273 1.807111
H: 9.598713 1.412852 1.265218
H: 7.917694 0.302787 3.579389
H: 9.441839 -0.374028 2.970768
H: 6.118795 1.178977 2.773627
H: 3.797818 1.369721 2.017132
H: -0.443160 2.393705 0.371489
H: -1.408339 1.235984 -0.605639
H: -2.033969 -1.487235 2.126400
H: -1.353368 -1.259481 0.507905
H: -3.865946 0.820026 1.659220
H: -5.873791 -0.749508 0.166175
H: -6.257905 0.017628 1.721235
H: -6.021935 2.255464 0.768939
H: -7.175455 1.307621 -0.172499
H: -4.283666 2.011879 -0.892413
H: -5.769417 2.553306 -1.708112
H: -6.962241 0.651340 -3.104383
H: -6.827718 -0.672053 -1.926214
H: -6.164094 -1.916109 -3.848770
H: -5.577241 -0.469334 -4.678212
H: -3.449917 -1.312610 -3.945306
H: -4.153160 -2.046972 -2.494464
H: 0.405130 -1.092185 -2.938896
H: -1.048346 -0.647394 -2.021543
H: -0.217331 -2.184902 -1.705612
H: 4.423695 -1.747424 -0.822000
H: 6.772855 -1.951131 -0.065765

Forces on atoms 1 to 3 (eV/Å):
C -0.188 -0.378 0.018
C 0.231 0.348 0.201
O -0.158 -0.141 -0.204